No. 1
Computed, not measured: a molecular structure, C21H14N2O5PdS in a non-equilibrium geometry, with ωB97M-V/def2-TZVPD.

XYZ file:
```
44
Properties=species:S:1:pos:R:3:lowdin_spin:R:1
Pd 12.87013 12.43360 3.96361 1.32
S 12.74563 11.25212 6.14712 0.27
O 13.70280 14.60540 4.29424 0.07
O 14.74524 11.43762 3.53691 0.07
O 16.39584 10.14388 4.13157 0.00
O 15.20440 16.57937 3.69282 0.00
O 11.26636 10.79999 3.21953 0.07
N 11.40094 15.04781 4.17371 0.01
N 11.18548 13.67798 4.23274 0.07
C 8.02677 11.86115 4.55082 0.00
C 14.49425 8.03603 4.32012 0.00
C 12.29468 7.42718 4.96324 0.00
C 7.33527 10.68572 4.59582 0.00
C 15.23079 10.41379 4.15190 0.01
C 14.10254 17.35575 3.80012 0.00
C 9.35088 11.98948 4.14501 0.00
C 9.91954 13.32551 4.23240 0.00
C 13.19759 19.62453 3.63340 0.00
C 12.84412 16.82217 4.07246 0.00
C 12.63573 15.37368 4.19952 0.01
C 11.94208 19.03636 3.90670 0.00
C 14.23518 9.36861 4.68609 0.02
C 13.52880 7.04693 4.49662 0.02
C 10.10089 10.79867 3.66286 0.00
C 9.32329 9.59395 3.75009 0.00
C 12.06017 8.68059 5.44671 0.02
C 12.99378 9.70403 5.36606 0.02
C 14.27415 18.72296 3.58078 0.00
C 11.77360 17.71858 4.12577 0.00
C 8.06686 9.52869 4.22606 0.00
H 11.09214 19.64675 4.08921 0.00
H 10.73355 17.30032 4.24285 0.00
H 11.07819 8.91893 5.90963 0.00
H 15.50249 7.82950 3.91987 0.00
H 13.35222 20.69600 3.53576 0.00
H 6.30717 10.58615 5.02599 0.00
H 13.76615 6.07409 4.10599 0.00
H 14.91646 15.61258 3.87024 0.00
H 11.52058 6.73014 5.15543 0.00
H 7.49593 12.73518 4.90699 0.00
H 9.16080 14.10926 4.29235 0.00
H 15.29140 19.09741 3.40720 0.00
H 7.52810 8.55702 4.20385 0.00
H 9.81375 8.66247 3.59325 0.00
```

Results
multiplicity: 3
total energy: -49537.91502 eV
maximum force: 3.1 eV/A
charge: -2
energy relative to the best compared isomer or geometry (same formula, charge and spin): 21.1 kJ/mol
expectation value of S²: 2.010
HOMO energy (alpha / beta): -1.4 / -1.6 eV

---

No. 2
Computed, not measured: a molecular structure, C21H15AsCl2F3IrNO11S2 in a non-equilibrium geometry, with ωB97M-V/def2-TZVPD.

XYZ file:
```
57
Properties=species:S:1:pos:R:3:mulliken_charge:R:1
Ir 1.30387 0.73593 0.93321 1.85
As 4.09059 1.73042 -0.55478 0.75
Cl -2.55794 -0.71440 3.59676 -0.25
Cl -2.06648 -2.17161 -1.59906 -0.20
S 2.12737 4.34993 0.48334 0.45
S -1.20095 2.38495 0.89202 0.25
F 1.07889 6.70483 -0.06279 -0.24
F -0.49485 5.26639 0.12752 -0.15
F 0.54832 5.96754 1.89607 -0.25
O 2.90605 4.98601 -0.56939 -0.53
O 3.22453 0.42526 0.10967 -0.51
O 1.35087 -1.01228 2.10788 -0.68
O -0.37916 2.67987 2.32008 -0.21
O -0.76528 0.90555 0.72863 -0.81
O 5.58344 1.39870 -1.10454 -0.79
O 1.16669 3.14553 -0.37026 0.21
O -2.60232 2.44847 1.28274 -0.49
O 4.25622 2.80376 0.84955 -0.59
O 1.11036 -1.32128 -0.02121 -0.65
O 1.04640 2.41790 2.12159 -0.74
N -1.49202 -2.39351 1.45417 -0.09
C -4.69221 0.09124 0.33742 -0.41
C -3.16070 -0.73634 1.96704 0.87
C -0.63491 -6.25388 0.05769 -0.70
C 0.59648 2.78400 -2.62199 -0.69
C 0.14063 -4.11509 0.90867 0.66
C 2.86214 2.32596 -1.92004 0.24
C 0.67889 5.62448 0.61284 0.81
C -2.94451 -1.42921 -0.29847 1.24
C 1.24563 -1.80514 1.11072 0.95
C -1.17608 -3.65613 0.93941 0.28
C 0.38502 -5.41335 0.46758 -0.78
C 0.89660 2.30073 -3.88589 -0.65
C -4.23301 0.06461 1.64375 -0.62
C 3.15350 1.86054 -3.19566 -0.58
C -4.02702 -0.63055 -0.63399 -0.78
C -1.94339 -5.78537 0.08123 -0.71
C -2.51681 -1.55674 1.02730 -1.18
C 1.57658 2.78368 -1.64421 0.55
C 2.17609 1.85280 -4.17877 -0.63
C -2.20580 -4.50265 0.51942 -0.15
C 1.31979 -3.28757 1.36350 -1.07
H 2.40221 1.46407 -5.16339 0.40
H -4.68893 0.67990 2.40560 0.36
H -0.94475 -2.04013 2.22245 0.32
H 1.48623 -3.42799 2.43361 0.39
H 0.12086 2.25217 -4.63961 0.39
H 4.15223 1.48773 -3.38756 0.54
H -5.53311 0.71765 0.07208 0.37
H -2.76055 -6.42288 -0.23291 0.39
H 4.77141 2.27898 1.47606 0.31
H -4.31929 -0.56476 -1.67329 0.41
H -0.39582 3.11897 -2.35002 0.43
H 2.20592 -3.63488 0.83013 0.49
H -3.22466 -4.13686 0.56139 0.50
H -0.41377 -7.25997 -0.27500 0.38
H 1.41052 -5.76598 0.44173 0.35
```

Results
total energy: -164575.86858 eV
maximum force: 1.7 eV/A
charge: -1
energy relative to the best compared isomer or geometry (same formula, charge and spin): 474.1 kJ/mol
HOMO energy (alpha / beta): -5.6 / -5.6 eV

---

No. 3
Computed, not measured: a molecular structure, C21H15BrCaN6O3S4 in a non-equilibrium geometry, with ωB97M-V/def2-TZVPD.

XYZ file:
```
51
Properties=species:S:1:pos:R:3:mulliken_charge:R:1
Br -6.59621 -0.81631 1.81219 -0.22
Ca 0.59188 -1.66742 1.80775 0.89
S 0.35828 -0.93158 4.55612 -0.47
S 1.52276 -1.12566 -1.52175 1.55
S -0.69065 -4.24942 0.39367 0.25
S 3.21472 -0.99112 2.57251 -0.43
O 2.91787 -0.75380 -1.46979 -0.73
O 1.19738 -2.52714 -1.63249 -0.77
O -1.68795 -3.23858 -0.03112 -0.50
N -1.97720 -1.16896 2.29161 0.26
N 0.44715 0.97461 1.36029 0.17
N 0.62586 -0.54268 -0.34649 -0.26
N 5.34650 0.25515 5.27716 -0.60
N 0.14607 -3.99935 1.57389 -0.67
N 2.16647 0.33460 7.48207 -0.61
C 1.69551 2.98343 -0.08099 -0.68
C -2.54704 -0.00701 1.99040 -0.13
C 0.89077 -0.36692 -3.01491 -0.36
C 4.33615 -0.07884 4.83111 -0.10
C 0.88783 0.76059 0.12060 0.93
C 0.69188 2.16230 1.91380 -0.47
C 1.49819 1.75039 -0.66736 -0.48
C -2.76647 -2.22704 2.44899 -0.50
C -0.16788 0.80556 -5.31603 1.09
C 2.10546 -0.02754 6.38790 -0.08
C 3.09141 -0.50435 4.24002 0.52
C -0.48427 -0.33545 -3.20555 -0.61
C -4.71172 -0.95969 2.01151 0.26
C -1.00354 0.24908 -4.34990 -0.82
C 1.73764 0.17500 -3.96634 -0.24
C 1.20649 0.75609 -5.10955 -0.63
C -3.91648 0.15506 1.83431 -0.66
C 1.97295 -0.48058 5.02632 0.38
C -0.73687 1.44983 -6.55237 -1.42
C 1.30327 3.20156 1.23982 -0.73
C -4.14810 -2.17733 2.33094 -0.66
H -0.40068 0.94437 -7.46056 0.32
H 2.17970 3.77520 -0.64226 0.38
H -2.07798 0.27821 -4.49551 0.27
H -2.26807 -3.15929 2.68429 0.58
H -1.82670 1.42165 -6.53998 0.32
H 1.47947 4.14365 1.74052 0.36
H -0.42950 2.49517 -6.62954 0.31
H 1.87419 1.18446 -5.85046 0.33
H 2.80613 0.14667 -3.79317 0.50
H -4.74605 -3.06636 2.46505 0.41
H 1.85032 1.55551 -1.66433 0.18
H 0.37547 2.26246 2.94739 0.43
H -1.13057 -0.76698 -2.45025 0.51
H -4.33272 1.11974 1.58341 0.44
H -1.87108 0.82904 1.86703 0.20
```

Results
total energy: -168930.59585 eV
maximum force: 1.6 eV/A
charge: -2
energy relative to the best compared isomer or geometry (same formula, charge and spin): 62.3 kJ/mol
HOMO energy: -1.2 eV

---

No. 4
Computed, not measured: C21H15ClF2O in the gas phase in a non-equilibrium geometry, with ωB97M-V/def2-TZVPD.

XYZ file:
```
40
Properties=species:S:1:pos:R:3:mulliken_charge:R:1
Cl 1.18783 -6.26974 7.72480 -0.22
F -3.78216 2.54886 2.31397 -0.32
F 3.74659 2.68342 2.32574 -0.32
O -1.33774 -1.89549 4.67701 -0.28
C -1.12501 -3.23181 6.57401 -0.41
C 2.37742 -0.71399 2.57244 0.91
C -4.98837 -0.87408 2.59599 -0.48
C 4.87653 0.59442 2.28845 -0.64
C 1.13309 -1.43442 2.72411 -0.18
C -0.74756 -3.01870 5.23752 0.17
C 0.42575 -5.07379 6.75830 0.23
C -1.31389 -1.57527 3.28648 0.63
C -0.06248 -0.84715 2.91343 -0.32
C -3.82423 1.20211 2.58535 0.39
C 2.43400 0.70049 2.50959 -0.75
C 3.67940 1.30870 2.36943 0.38
C -3.80662 -1.53056 2.94051 -0.53
C -0.53943 -4.24220 7.32891 -0.47
C 0.14712 -3.91647 4.62001 -0.04
C 4.80687 -0.81220 2.32209 -0.41
C -2.63133 0.58530 2.96504 -0.79
C 0.76488 -4.91402 5.41107 -0.89
C 3.58138 -1.44919 2.45721 -0.66
C -5.01470 0.51726 2.40036 -0.68
C -2.62346 -0.80954 3.07629 0.12
H -5.91000 1.04180 2.08376 0.44
H -1.73519 1.18036 3.10070 0.52
H 1.22516 -2.52190 2.75148 -0.01
H -0.17741 0.21800 2.70919 -0.12
H 0.35807 -3.89291 3.55150 0.58
H -3.79228 -2.61778 3.07694 0.40
H 3.50789 -2.53973 2.45623 0.33
H 1.49396 -5.58342 4.97518 0.39
H -5.90092 -1.44400 2.44812 0.38
H -1.86347 -2.56582 7.00395 0.40
H 5.71808 -1.40859 2.24420 0.37
H -0.83164 -4.36587 8.35939 0.40
H 1.53026 1.30147 2.56286 0.47
H -1.35484 -2.51014 2.71511 0.58
H 5.82867 1.10992 2.18899 0.42
```

Results
total energy: -42024.23643 eV
maximum force: 1.8 eV/A
charge: 0
HOMO energy: -8.6 eV
structure (SMILES): Fc1cccc(/C=C/[C@@H](Oc2ccc(Cl)cc2)c2cccc(F)c2)c1

---

No. 5
Computed, not measured: a molecular structure, C21H15F6N4O7S3Sn, with ωB97M-V/def2-TZVPD.

XYZ file:
```
57
Properties=species:S:1:pos:R:3:mulliken_charge:R:1
Sn 0.43261 0.08755 -1.23776 1.25
S -1.78098 -3.20393 -2.19330 0.89
S -0.81968 -3.01886 0.45346 0.82
S -0.80698 2.23249 -3.09798 -0.37
F -3.12010 -3.71254 1.53870 -0.25
F -1.65910 -2.92936 2.92968 -0.23
F 0.87442 -3.09747 -2.22575 -0.20
F -0.03533 -3.65591 -4.10842 -0.24
F 0.06533 -5.08390 -2.49303 -0.22
F -2.72158 -1.58770 1.60528 -0.17
O 0.18653 -2.07796 0.87389 -0.58
O -0.31012 1.53218 0.28494 -0.64
O 1.57617 1.83514 4.05207 -0.69
O -0.51368 -4.41752 0.44451 -0.64
O -2.58586 -4.38540 -2.11584 -0.66
O 2.25682 -0.17920 -2.33541 -0.89
O -2.14770 -2.18695 -3.15171 -0.74
N 2.03559 0.54117 0.35020 0.24
N -1.53324 -2.46419 -0.83243 -0.14
N 1.58399 1.14595 1.51584 -0.91
N -2.68469 0.58784 -2.17097 0.10
C 4.02505 -0.35046 -0.73714 0.39
C -1.53335 3.56950 4.65737 -0.30
C -3.93650 2.39405 -0.60521 0.20
C 4.36586 -0.90137 -3.06624 -0.68
C -4.39093 1.06031 -0.62043 -0.71
C 3.27208 0.19121 0.36590 -0.20
C -0.24722 2.30279 2.53451 -0.05
C 0.36733 2.36155 3.79756 0.48
C 3.49326 -0.45806 -2.04595 0.55
C -0.29387 2.99389 4.85235 -0.74
C -1.49982 2.89126 2.36671 -0.31
C 5.36257 -0.70098 -0.49165 -0.65
C 6.18697 -1.15346 -1.49450 -0.72
C -3.73204 0.17914 -1.41804 -0.32
C -0.10893 -3.80250 -2.78643 0.62
C 0.36582 1.61779 1.36741 1.05
C -2.87401 2.78147 -1.36832 -0.66
C -2.18543 1.85546 -2.19329 0.04
C -2.16516 -2.79672 1.70251 0.63
C -2.14776 3.52672 3.40903 -0.76
C 5.66684 -1.24514 -2.79182 -0.30
H -3.97107 -0.86995 -1.49809 0.40
H 7.21231 -1.42711 -1.28700 0.39
H 0.19615 3.01696 5.81695 0.41
H -2.20391 -0.13209 -2.71004 0.29
H -2.49776 3.79331 -1.34773 0.32
H 6.30151 -1.59513 -3.59814 0.36
H -1.95025 2.82231 1.38487 0.34
H -5.21643 0.72806 -0.01045 0.41
H -2.02920 4.05605 5.48906 0.36
H 5.73781 -0.60471 0.52169 0.34
H 3.95936 -0.97574 -4.06656 0.43
H 3.81534 0.36322 1.29528 0.29
H -4.42562 3.12039 0.03249 0.40
H 1.90708 1.44644 3.20003 0.56
H -3.11850 3.98008 3.25728 0.42
```

Results
total energy: -96959.20530 eV
maximum force: 0.2 eV/A
charge: -1
energy relative to the best compared isomer or geometry (same formula, charge and spin): 0.0 kJ/mol
HOMO energy: -5.2 eV

---

Q: Which of these has the lowest total energy?
A: C21H15BrCaN6O3S4